No. 1
Below is C3H7NOS2 in the gas phase, with properties calculated with the ωB97M-V functional and the def2-TZVPD basis.

Results
Kohn-Sham gap, eV: 9.3681
HOMO, eV: -8.85
SMILES: CCC(=O)N(S)S

Each atom is followed by the atoms it is bonded to, with distances in Å.
Cartesian coordinates (Å):
1 S -1.5617 1.8040 -0.2740  N4 1.770, H14 1.408
2 S -3.4371 -0.4386 0.3067  N4 1.680, H9 1.393
3 O -1.3605 -2.1530 -0.2101  C5 1.190
4 N -2.0503 0.1130 -0.4639  S1 1.770, S2 1.680, C5 1.650
5 C -0.9037 -1.0724 -0.4096  O3 1.190, N4 1.650, C6 1.431
6 C 0.4053 -0.6081 -0.7555  C5 1.431, C7 1.496, H10 1.041, H13 1.080
7 C 1.1728 -0.0271 0.3900  C6 1.496, H8 1.107, H11 1.046, H12 1.036
8 H 0.7295 0.8563 0.8893  C7 1.107
9 H -4.1178 -0.9103 -0.8131  S2 1.393
10 H 0.2121 0.1362 -1.4571  C6 1.041
11 H 1.2948 -0.7995 1.0840  C7 1.046
12 H 2.0890 0.2467 -0.0077  C7 1.036
13 H 0.9293 -1.5141 -1.0231  C6 1.080
14 H -0.9901 1.6430 1.0031  S1 1.408

No. 2
Below is a gas-phase ion, C3H7NP (charge +1), with properties calculated with the ωB97M-V functional and the def2-TZVPD basis.

Results
Net charge: +1
Kohn-Sham gap, eV: 8.2741
HOMO, eV: -14.00

Each atom is followed by the atoms it is bonded to, with distances in Å.
Cartesian coordinates (Å):
1 P 0.6003 -0.2001 -1.1010  C3 2.165, C4 1.665, H9 1.425
2 N -1.8628 0.8061 0.2081  C3 1.305, H8 1.010, H11 1.019
3 C -1.2791 0.8648 -0.9578  P1 2.165, N2 1.305, H7 1.060, H12 1.041
4 C 1.3203 -0.7362 0.3007  P1 1.665, C5 1.280
5 C 1.8725 -1.4140 1.2363  C4 1.280, H6 1.202, H10 1.170
6 H 1.8984 -0.8859 2.3163  C5 1.202
7 H -0.9172 1.8262 -1.2187  C3 1.060
8 H -1.3626 1.0559 1.0497  N2 1.010
9 H 1.6627 0.6001 -1.6119  P1 1.425
10 H 2.4861 -2.4100 1.2100  C5 1.170
11 H -2.6058 0.1119 0.2774  N2 1.019
12 H -1.8128 0.3811 -1.7090  C3 1.041

No. 3
Below is 2 unconnected molecules or ions with the total composition C3H7NS, with properties calculated with the ωB97M-V functional and the def2-TZVPD basis.

Results
Kohn-Sham gap, eV: 8.7611
HOMO, eV: -8.57
SMILES: CC1=NS1.C

Each atom is followed by the atoms it is bonded to, with distances in Å.
Cartesian coordinates (Å):
1 S -2.0212 -0.9204 -0.4355  N2 1.954, C4 1.728
2 N -2.4672 0.2734 1.0460  S1 1.954, C4 1.282
3 C -0.7260 1.6250 -0.3664  C4 1.429, H8 1.166, H11 1.101, H12 1.028
4 C -1.6849 0.6819 0.1156  S1 1.728, N2 1.282, C3 1.429
5 C 1.6429 -1.4457 0.1886  H6 1.067, H7 1.061, H9 1.070, H10 1.087
6 H 1.8845 -2.2691 0.8229  C5 1.067
7 H 2.5107 -1.3262 -0.4106  C5 1.061
8 H -0.6740 1.7905 -1.5194  C3 1.166
9 H 1.5568 -0.7561 1.0020  C5 1.070
10 H 0.6281 -1.5364 -0.1893  C5 1.087
11 H 0.3252 1.3236 -0.2359  C3 1.101
12 H -0.9749 2.5594 -0.0181  C3 1.028

No. 4
Below is C3H7NS2 in the gas phase, with properties calculated with the ωB97M-V functional and the def2-TZVPD basis.

Results
Kohn-Sham gap (spin up / spin down), eV: 8.9629 / 6.0368
HOMO (spin up / spin down), eV: -9.15 / -7.94

Each atom is followed by the atoms it is bonded to, with distances in Å.
Cartesian coordinates (Å):
1 S -1.7543 0.9862 0.0127  N3 1.620, C6 1.819
2 S 3.9722 -0.0145 -0.0004  C4 1.891
3 N -0.2823 0.3114 -0.0233  S1 1.620, C5 1.440
4 C 2.0995 -0.2765 0.0244  S2 1.891, C5 1.568, H8 1.089, H13 1.089
5 C 1.0412 0.8793 -0.0162  N3 1.440, C4 1.568, H11 1.099, H12 1.099
6 C -2.6940 -0.5706 -0.0046  S1 1.819, H7 1.087, H9 1.086, H10 1.086
7 H -3.6923 -0.3428 0.3604  C6 1.087
8 H 1.9235 -0.8533 0.9309  C4 1.089
9 H -2.1806 -1.2775 0.6397  C6 1.086
10 H -2.7382 -0.9534 -1.0195  C6 1.086
11 H 1.2065 1.4876 -0.9166  C5 1.099
12 H 1.1868 1.5485 0.8433  C5 1.099
13 H 1.9120 -0.9244 -0.8309  C4 1.089

Values of maximum force, in order: 4.70, 3.91, 3.65, 1.94, all in eV/A.